29
Properties=species:S:1:pos:R:3 method="wB97M-V/def2-TZVPD" max_force_ev_per_a=2.3 e_above_lowest_kj_mol=125.52 gap_ha=0.2616 total_energy_ha=-670.94520 e_lumo_ev=3.041 total_charge=-1 multiplicity=1
C -0.82 1.46 -1.17
C 2.56 -0.10 -0.79
C 1.16 -0.25 -0.75
C 0.63 1.01 -1.23
C 1.67 1.78 -1.60
C 3.43 -1.00 -0.20
C 2.85 -2.11 0.41
C 0.65 -1.48 -0.38
C 1.53 -2.43 0.15
N 2.89 1.07 -1.47
H 3.59 1.64 -1.01
H 4.49 -0.80 -0.21
H 1.56 2.74 -2.09
H 3.42 -2.79 1.03
H -0.41 -1.70 -0.52
H -1.12 1.83 -2.14
H -1.01 2.08 -0.30
H 1.10 -3.39 0.39
H -1.41 0.57 -0.98
C -2.13 0.03 1.87
C -2.52 -1.43 1.96
C -3.11 0.87 0.93
O -3.46 2.00 1.31
O -3.51 0.24 -0.09
H -2.34 0.58 2.80
H -1.14 0.30 1.50
H -2.90 -1.73 2.95
H -1.72 -2.12 1.70
H -3.40 -1.56 1.33



19
Properties=species:S:1:pos:R:3 method="wB97M-V/def2-TZVPD" max_force_ev_per_a=3.3 e_above_lowest_kj_mol=0.00 gap_ha=0.3644 smiles="O=C(O)CNC(=O)c1ccco1" total_energy_ha=-626.62411 e_lumo_ev=0.363 multiplicity=1
O 0.25 2.10 -2.77
C 0.89 1.57 -1.91
O 1.65 2.23 -0.96
C 0.92 -0.03 -1.76
N 1.59 -0.70 -0.70
C 1.03 -1.17 0.54
O 1.55 -2.08 1.15
C -0.32 -0.59 1.08
C -1.40 -0.14 0.38
C -2.35 0.14 1.46
C -1.78 -0.17 2.63
O -0.60 -0.79 2.42
H 2.04 1.50 -0.45
H 1.31 -0.31 -2.72
H -0.07 -0.28 -1.77
H 2.24 -1.49 -1.05
H -1.56 -0.08 -0.65
H -3.38 0.43 1.39
H -2.03 -0.13 3.71